Entry from the Open Molecules 2025 dataset: the ion C7H13INO with charge +1 (wB97M-V/def2-TZVPD).

For the gap between HOMO and LUMO, the calculation gives 8.549 eV. The multiplicity is 1. Its charge is +1. Its LUMO energy is -4.311 eV. For the calculated total energy, the calculation gives -19101.165 eV. The structure (SMILES) is C[C@@H](I)C[N+]1=C[C@@H](O)CC1. As for the energy above the lowest of the compared OMol25 structures with the same formula, charge and spin: 1.2 kcal/mol.

CARTESIAN COORDINATES (ANGSTROEM)
C (-1.317, 2.555, -0.327)
C (0.126, 2.189, -0.661)
I (1.324, 3.963, -0.757)
C (0.803, 1.292, 0.369)
N (0.426, -0.137, 0.293)
C (-0.512, -0.681, -0.374)
C (-0.603, -2.163, -0.098)
O (-0.944, -2.979, -1.168)
C (0.812, -2.451, 0.399)
C (1.188, -1.141, 1.089)
H (-1.428, 2.761, 0.739)
H (-1.630, 3.441, -0.873)
H (-2.019, 1.762, -0.598)
H (0.209, 1.746, -1.655)
H (0.559, 1.632, 1.378)
H (1.888, 1.303, 0.273)
H (-1.149, -0.126, -1.049)
H (-1.301, -2.260, 0.753)
H (-1.835, -2.792, -1.507)
H (0.859, -3.316, 1.053)
H (1.462, -2.617, -0.462)
H (0.838, -1.091, 2.123)
H (2.244, -0.890, 1.061)

Atoms 1-2, force components in eV/Å:
-0.01 -0.04 0.01
-0.01 -0.04 0.06

Atomic charges from the natural (NBO) analysis, expressed in e, are listed below: C -0.6440; C -0.3453; I 0.1727; C -0.2629; N -0.2130; C 0.2532; C 0.0398; O -0.6732; C -0.4203; C -0.2259; H 0.2255; H 0.2542; H 0.2034; H 0.2301; H 0.2432; H 0.2469; H 0.2397; H 0.2052; H 0.4923; H 0.2597; H 0.2431; H 0.2335; H 0.2421



Entry from the Open Molecules 2025 dataset: an isolated molecule of C7H13N at a distorted geometry (wB97M-V/def2-TZVPD).

For the gap between HOMO and LUMO, the calculation gives 8.513 eV. The multiplicity is 1. Its charge is 0. Its LUMO energy is 0.956 eV. For the calculated total energy, the calculation gives -8956.872 eV. The structure (SMILES) is [H]/N=C(/C)[C@H](C)C(=C)C. As for the energy above the lowest of the compared OMol25 structures with the same formula, charge and spin: 70.6 kcal/mol.

CARTESIAN COORDINATES (ANGSTROEM)
H (1.828, 1.983, 1.374)
N (2.026, 1.522, 0.498)
C (1.213, 0.741, -0.041)
C (1.522, -0.019, -1.288)
C (-0.083, -0.076, 1.075)
C (0.059, -1.528, 1.464)
C (-1.016, 0.369, 0.072)
C (-0.970, 1.681, -0.359)
C (-1.720, -0.647, -0.782)
H (0.638, -0.236, -1.878)
H (2.215, 0.563, -1.894)
H (2.005, -0.962, -1.030)
H (0.015, 0.605, 1.917)
H (-0.791, -1.877, 2.060)
H (0.962, -1.659, 2.062)
H (0.141, -2.186, 0.598)
H (-1.573, 1.987, -1.202)
H (-0.705, 2.482, 0.314)
H (-2.574, -1.029, -0.217)
H (-2.090, -0.207, -1.707)
H (-1.104, -1.509, -1.034)

Atoms 1-2, force components in eV/Å:
-0.21 -0.59 0.35
0.11 1.40 -1.21

Atomic charges from the natural (NBO) analysis, expressed in e, are listed below: H 0.3572; N -0.7044; C 0.4491; C -0.7030; C -0.3178; C -0.6272; C 0.0767; C -0.4879; C -0.6599; H 0.2246; H 0.2375; H 0.2311; H 0.2134; H 0.2165; H 0.2224; H 0.2080; H 0.1982; H 0.2016; H 0.2289; H 0.2232; H 0.2116



Entry from the Open Molecules 2025 dataset: the ion C7H13N2 with charge +1 at a distorted geometry (wB97M-V/def2-TZVPD).

For the gap between HOMO and LUMO (alpha / beta), the calculation gives 8.856 / 8.119 eV. The multiplicity is 1. Its charge is +1. Its LUMO energy (alpha / beta) is -5.322 / -6.245 eV. For the calculated total energy, the calculation gives -10438.328 eV. The structure (SMILES) is C=[N+]1N=CCCC1(C)C. As for the energy above the lowest of the compared OMol25 structures with the same formula, charge and spin: 135.3 kcal/mol.

CARTESIAN COORDINATES (ANGSTROEM)
C (0.894, -0.558, -2.348)
N (0.588, 0.186, -0.944)
N (1.239, 1.292, -0.840)
C (1.279, 1.945, 0.257)
C (0.714, 1.400, 1.517)
C (0.186, -0.073, 1.342)
C (-0.426, -0.397, 0.022)
C (-1.776, 0.179, -0.315)
C (-0.475, -1.934, -0.051)
H (1.773, -0.169, -2.729)
H (0.719, -1.573, -2.544)
H (1.696, 3.034, 0.090)
H (1.518, 1.631, 2.330)
H (0.019, 2.065, 1.965)
H (0.954, -0.837, 1.647)
H (-0.759, -0.429, 1.937)
H (-2.429, -0.124, 0.525)
H (-2.176, -0.096, -1.283)
H (-1.830, 1.333, -0.474)
H (-1.071, -2.302, -0.859)
H (-1.098, -2.262, 0.681)
H (0.461, -2.311, 0.073)

Atoms 1-2, force components in eV/Å:
-1.01 3.16 6.55
0.32 -5.94 -6.63

Atomic charges from the natural (NBO) analysis, expressed in e, are listed below: C 0.0515; N -0.0406; N -0.2579; C 0.2032; C -0.5328; C -0.4340; C 0.1096; C -0.6417; C -0.6166; H 0.1945; H 0.2059; H 0.2547; H 0.2890; H 0.2806; H 0.2484; H 0.2570; H 0.2419; H 0.2467; H 0.2378; H 0.2359; H 0.2419; H 0.2249



Entry from the Open Molecules 2025 dataset: a cluster of 2 separate species, C7H13N2 in total at a distorted geometry (wB97M-V/def2-TZVPD).

For the gap between HOMO and LUMO, the calculation gives 9.004 eV. The multiplicity is 1. Its charge is +1. Its LUMO energy is -4.405 eV. For the calculated total energy, the calculation gives -10440.812 eV. As for the energy above the lowest of the compared OMol25 structures with the same formula, charge and spin: 78.1 kcal/mol.

CARTESIAN COORDINATES (ANGSTROEM)
C (3.468, 0.801, 0.001)
C (3.365, -0.401, 0.589)
C (1.334, 0.016, -0.223)
C (-1.425, 1.347, 0.021)
C (-1.204, -0.896, 1.207)
C (-1.341, -0.804, -1.259)
C (-1.092, -0.088, -0.001)
N (2.204, 0.982, -0.528)
N (2.070, -0.900, 0.404)
H (4.338, 1.464, -0.359)
H (4.049, -1.139, 0.950)
H (-1.222, 1.704, 1.007)
H (-0.958, 1.938, -0.710)
H (-2.411, 1.401, -0.198)
H (-0.757, -0.324, 2.050)
H (-2.310, -1.048, 1.484)
H (-0.692, -1.854, 1.206)
H (-0.433, -1.303, -1.828)
H (-2.142, -1.480, -1.300)
H (-1.751, -0.106, -2.084)
H (2.067, 1.771, -1.136)
H (1.571, -1.648, 0.921)

Atoms 1-2, force components in eV/Å:
1.07 0.07 -1.36
0.54 -2.01 0.48

Atomic charges from the natural (NBO) analysis, expressed in e, are listed below: C -0.0759; C -0.0732; C 0.2787; C -0.7020; C -0.7407; C -0.7632; C 0.4597; N -0.5384; N -0.5409; H 0.2704; H 0.2437; H 0.2319; H 0.2528; H 0.2581; H 0.2445; H 0.2941; H 0.2419; H 0.2900; H 0.2601; H 0.2381; H 0.4324; H 0.4378



Entry from the Open Molecules 2025 dataset: the ion C7H13N2 with charge +1 at a distorted geometry (wB97M-V/def2-TZVPD).

For the gap between HOMO and LUMO, the calculation gives 7.525 eV. The multiplicity is 1. Its charge is +1. Its LUMO energy is -4.983 eV. For the calculated total energy, the calculation gives -10440.735 eV. The structure (SMILES) is C=C1N(CC)CC=[N+]1C. As for the energy above the lowest of the compared OMol25 structures with the same formula, charge and spin: 79.8 kcal/mol.

CARTESIAN COORDINATES (ANGSTROEM)
C (0.482, -1.819, 0.978)
C (0.488, -0.543, 0.636)
N (-0.715, 0.353, 0.840)
C (-2.056, 0.044, 0.419)
C (-2.066, -0.190, -1.075)
C (-0.183, 1.698, 0.615)
C (1.084, 1.439, -0.108)
N (1.438, 0.207, 0.002)
C (2.545, -0.483, -0.531)
H (1.375, -2.310, 1.019)
H (-0.441, -2.296, 1.290)
H (-2.714, 0.909, 0.640)
H (-2.276, -0.920, 0.953)
H (-1.452, -0.962, -1.378)
H (-2.982, -0.544, -1.502)
H (-1.737, 0.684, -1.650)
H (-0.125, 2.181, 1.542)
H (-0.783, 2.099, -0.150)
H (1.586, 2.277, -0.702)
H (3.277, -0.588, 0.310)
H (3.161, 0.204, -1.107)
H (2.092, -1.440, -1.043)

Atoms 1-2, force components in eV/Å:
-1.26 1.26 -0.14
-6.19 0.12 1.71

Atomic charges from the natural (NBO) analysis, expressed in e, are listed below: C -0.3959; C 0.2960; N -0.4182; C -0.2144; C -0.6395; C -0.3056; C 0.2903; N -0.2751; C -0.4498; H 0.2207; H 0.2482; H 0.2305; H 0.2198; H 0.2075; H 0.2430; H 0.1936; H 0.2657; H 0.2380; H 0.2663; H 0.2584; H 0.2495; H 0.2711



Entry from the Open Molecules 2025 dataset: a cluster of 2 separate species, C7H13N2O in total at a distorted geometry (wB97M-V/def2-TZVPD).

For the gap between HOMO and LUMO (alpha / beta), the calculation gives 8.827 / 8.688 eV. The multiplicity is 1. Its charge is +1. Its LUMO energy (alpha / beta) is -5.123 / -4.663 eV. For the calculated total energy, the calculation gives -12484.148 eV. As for the energy above the lowest of the compared OMol25 structures with the same formula, charge and spin: 182.0 kcal/mol.

CARTESIAN COORDINATES (ANGSTROEM)
C (-2.506, 1.200, 0.099)
C (-3.505, 0.299, 0.157)
C (-1.383, 0.385, -0.167)
C (0.974, -1.245, -1.016)
C (2.392, 0.462, 0.069)
C (0.793, -0.692, 1.355)
C (-0.031, 0.878, -0.248)
N (-1.716, -0.882, -0.228)
N (1.016, -0.142, -0.030)
O (-3.048, -0.935, -0.017)
H (-2.345, 2.207, 0.137)
H (-4.520, 0.581, 0.439)
H (1.553, -2.081, -0.651)
H (-0.180, -1.475, -1.056)
H (1.450, -0.920, -1.875)
H (3.150, -0.465, 0.132)
H (2.639, 1.139, -0.800)
H (2.548, 1.043, 1.061)
H (1.829, -0.909, 1.819)
H (0.280, 0.080, 2.017)
H (0.085, -1.527, 1.144)
H (0.171, 1.135, -2.325)
H (0.354, 1.865, -0.013)

Atoms 1-2, force components in eV/Å:
1.02 -2.44 -0.71
-0.79 1.91 0.78

Atomic charges from the natural (NBO) analysis, expressed in e, are listed below: C -0.3245; C 0.1739; C 0.0198; C -0.4356; C -0.4418; C -0.4313; C 0.0025; N -0.1482; N -0.2900; O -0.2107; H 0.2470; H 0.2465; H 0.2290; H 0.2884; H 0.2277; H 0.2521; H 0.2534; H 0.2472; H 0.2495; H 0.2403; H 0.2614; H 0.0960; H 0.2474